A cluster of 10 separate species, C80H174N10O10 in total at a distorted geometry. Source: the Open Molecules 2025 dataset; level of theory: wB97M-V/def2-TZVPD.

XYZ file:
```
274
Properties=species:S:1:pos:R:3:lowdin_charge:R:1
C 2.973 -1.877 -5.464 -0.068
C 3.892 -1.516 -4.340 -0.376
C 3.801 0.043 -4.079 -0.166
O 4.769 0.483 -3.118 -0.181
C 4.585 1.846 -2.813 -0.120
N 3.476 -2.361 -3.196 0.065
H 3.195 -1.268 -6.376 0.094
H 1.935 -1.726 -5.160 0.075
H 3.102 -2.962 -5.716 0.080
H 4.953 -1.690 -4.552 0.140
H 2.847 0.267 -3.611 0.082
H 3.868 0.516 -5.010 0.106
H 3.882 1.968 -2.042 0.033
H 4.228 2.527 -3.617 0.090
H 5.567 2.227 -2.424 0.106
H 3.948 -2.152 -2.345 0.046
H 3.716 -3.321 -3.373 0.056
C 1.414 -0.224 -0.992 -0.038
C 0.114 -1.020 -0.816 -0.405
C -0.140 -1.741 0.559 -0.178
O -0.344 -0.837 1.644 -0.209
C -0.649 -1.608 2.821 -0.084
N -0.980 -0.141 -1.097 0.074
H 1.309 0.760 -0.489 0.076
H 1.529 0.104 -2.055 0.051
H 2.266 -0.812 -0.761 0.038
H 0.168 -1.860 -1.549 0.113
H 0.588 -2.476 0.747 0.086
H -1.103 -2.284 0.386 0.109
H -1.551 -2.168 2.562 0.060
H -0.685 -0.816 3.560 0.076
H 0.158 -2.340 3.085 0.109
H -1.021 0.640 -0.410 0.072
H -1.873 -0.586 -1.245 0.041
C -2.788 -5.254 -2.418 -0.018
C -2.701 -3.983 -3.370 -0.453
C -1.865 -4.380 -4.626 -0.124
C -1.829 -3.190 -5.603 -0.148
C -3.324 -2.906 -6.016 -0.122
C -4.292 -2.622 -4.880 -0.527
N -4.059 -3.667 -3.814 -0.050
O -4.882 -3.172 -2.715 -0.059
C -4.007 -1.176 -4.346 -0.024
C -5.718 -2.581 -5.266 -0.064
C -2.059 -2.838 -2.456 -0.024
H -1.742 -5.624 -2.245 0.079
H -3.296 -5.975 -3.049 0.074
H -3.322 -5.006 -1.498 0.074
H -0.875 -4.607 -4.258 0.092
H -2.231 -5.251 -5.156 0.120
H -1.239 -3.528 -6.470 0.109
H -1.270 -2.322 -5.221 0.092
H -3.745 -3.677 -6.652 0.115
H -3.355 -2.059 -6.698 0.110
H -4.515 -0.890 -3.421 0.052
H -2.899 -1.027 -4.261 0.073
H -4.349 -0.483 -5.137 0.090
H -6.359 -2.011 -4.554 0.090
H -5.851 -2.015 -6.227 0.102
H -6.129 -3.624 -5.368 0.104
H -1.251 -3.279 -1.845 0.074
H -2.838 -2.438 -1.821 0.044
H -1.629 -1.992 -3.000 0.057
H -5.450 -3.890 -2.451 0.098
C -5.782 -0.263 1.697 -0.026
C -4.705 -0.529 0.626 -0.500
C -5.331 -0.646 -0.743 -0.150
C -5.894 0.676 -1.225 -0.142
C -4.783 1.808 -1.085 -0.121
C -4.060 1.845 0.233 -0.479
N -3.599 0.454 0.570 -0.033
O -3.042 0.654 1.900 -0.055
C -2.805 2.763 0.087 -0.043
C -4.894 2.617 1.339 -0.027
C -3.990 -1.857 0.991 -0.018
H -6.583 0.372 1.289 0.067
H -5.462 0.177 2.603 0.050
H -6.324 -1.239 1.920 0.101
H -4.531 -1.026 -1.455 0.105
H -6.071 -1.399 -0.640 0.112
H -6.817 1.035 -0.706 0.114
H -6.152 0.585 -2.245 0.082
H -5.196 2.789 -1.314 0.117
H -4.146 1.628 -1.931 0.104
H -2.461 3.035 1.087 0.066
H -1.884 2.529 -0.488 0.071
H -3.245 3.666 -0.383 0.085
H -4.908 3.709 1.186 0.085
H -5.995 2.330 1.355 0.085
H -4.480 2.339 2.317 0.068
H -4.668 -2.769 0.889 0.114
H -3.497 -1.834 1.960 0.046
H -3.176 -2.082 0.283 0.051
H -2.160 0.266 1.819 0.065
C 1.723 -5.636 -0.074 -0.020
C 2.910 -5.261 -0.925 -0.532
C 4.064 -6.232 -0.847 -0.142
C 3.813 -7.535 -1.576 -0.176
C 3.594 -7.233 -3.020 -0.165
C 2.457 -6.285 -3.287 -0.535
N 2.617 -5.121 -2.436 -0.089
O 1.510 -4.315 -2.675 -0.062
C 2.575 -5.796 -4.770 -0.019
C 1.140 -7.051 -3.117 -0.027
C 3.458 -3.996 -0.413 -0.073
H 2.131 -5.878 0.953 0.110
H 1.205 -6.597 -0.366 0.089
H 0.976 -4.827 -0.118 0.076
H 4.915 -5.640 -1.259 0.130
H 4.358 -6.424 0.188 0.126
H 2.930 -8.019 -1.170 0.107
H 4.578 -8.225 -1.504 0.089
H 3.372 -8.213 -3.594 0.156
H 4.502 -6.793 -3.483 0.128
H 3.482 -5.263 -4.778 0.048
H 2.559 -6.639 -5.462 0.087
H 1.738 -5.078 -4.993 0.090
H 0.739 -7.617 -3.965 0.091
H 1.221 -7.801 -2.336 0.066
H 0.370 -6.329 -2.879 0.051
H 3.825 -4.071 0.617 0.104
H 2.661 -3.244 -0.557 0.081
H 4.365 -3.763 -1.010 0.086
H 1.953 -3.445 -2.687 0.052
C 3.437 -0.209 1.959 -0.031
C 4.930 -0.370 1.729 -0.533
C 5.227 -0.640 0.236 -0.136
C 6.713 -0.524 -0.066 -0.141
C 7.198 0.838 0.520 -0.137
C 7.017 1.092 1.989 -0.553
N 5.574 0.863 2.106 -0.085
O 5.205 0.978 3.480 -0.042
C 7.967 0.305 2.891 -0.022
C 7.227 2.581 2.199 -0.032
C 5.351 -1.592 2.517 -0.018
H 2.931 0.657 1.458 0.090
H 3.223 -0.186 3.022 0.080
H 3.023 -1.077 1.498 0.059
H 4.926 -1.708 0.129 0.103
H 4.587 0.033 -0.363 0.112
H 6.811 -0.575 -1.193 0.125
H 7.252 -1.364 0.309 0.087
H 6.605 1.632 0.059 0.111
H 8.219 1.069 0.205 0.122
H 8.307 -0.668 2.503 0.079
H 8.931 0.894 2.900 0.101
H 7.641 0.087 3.902 0.076
H 7.324 2.694 3.280 0.085
H 8.122 2.885 1.690 0.079
H 6.313 3.138 1.836 0.099
H 6.089 -2.233 2.100 0.074
H 4.440 -2.142 2.800 0.093
H 5.736 -1.251 3.440 0.062
H 4.831 1.865 3.485 0.092
C -2.632 -3.933 4.759 -0.017
C -3.633 -3.064 5.601 -0.491
C -3.388 -1.617 5.275 -0.144
C -4.543 -0.760 5.759 -0.170
C -5.874 -1.177 5.226 -0.148
C -6.188 -2.615 5.497 -0.514
N -4.988 -3.412 5.100 -0.058
O -5.343 -4.766 5.484 -0.044
C -6.626 -2.854 7.016 -0.027
C -7.373 -3.029 4.661 -0.035
C -3.499 -3.461 7.062 -0.010
H -1.700 -3.399 4.808 0.070
H -2.983 -4.016 3.751 0.071
H -2.504 -4.930 5.121 0.067
H -2.462 -1.248 5.776 0.116
H -3.145 -1.577 4.184 0.105
H -4.380 0.276 5.475 0.103
H -4.545 -0.890 6.834 0.104
H -5.985 -0.938 4.187 0.081
H -6.628 -0.621 5.814 0.138
H -6.050 -2.209 7.760 0.097
H -7.693 -2.642 7.181 0.081
H -6.491 -3.863 7.320 0.051
H -7.631 -4.043 4.948 0.082
H -8.163 -2.353 5.008 0.093
H -7.106 -2.924 3.617 0.077
H -3.260 -2.634 7.709 0.080
H -2.824 -4.291 7.188 0.080
H -4.474 -3.724 7.429 0.048
H -5.395 -5.269 4.663 0.105
C 3.410 4.847 1.809 -0.015
C 2.474 4.960 0.538 -0.459
C 1.042 4.943 0.893 -0.149
C 0.340 6.282 1.225 -0.139
C 0.584 7.305 0.102 -0.141
C 2.053 7.542 -0.104 -0.568
N 2.774 6.236 -0.335 -0.044
O 4.199 6.379 -0.362 -0.027
C 2.096 8.333 -1.382 -0.057
C 2.692 8.246 1.032 -0.046
C 2.765 3.731 -0.324 -0.046
H 3.176 5.602 2.565 0.068
H 4.477 4.957 1.564 0.074
H 3.169 3.910 2.316 0.049
H 0.553 4.520 0.006 0.114
H 0.685 4.218 1.641 0.099
H 0.664 6.693 2.146 0.088
H -0.726 6.127 1.397 0.109
H 0.146 8.256 0.414 0.123
H 0.167 7.124 -0.902 0.121
H 1.717 7.857 -2.288 0.080
H 1.665 9.308 -1.243 0.077
H 3.156 8.696 -1.658 0.111
H 3.782 8.478 0.963 0.099
H 2.161 9.195 1.331 0.109
H 2.704 7.637 1.930 0.061
H 3.832 3.595 -0.511 0.071
H 2.249 3.832 -1.304 0.069
H 2.390 2.776 0.177 0.096
H 4.379 6.229 -1.273 0.083
C 0.816 2.429 3.682 -0.023
C 0.951 2.653 5.183 -0.531
C 0.734 4.147 5.444 -0.127
C -0.685 4.685 5.361 -0.200
C -1.550 3.850 6.220 -0.140
C -1.324 2.314 6.067 -0.488
N 0.055 1.976 6.131 -0.084
O 0.133 0.575 5.905 -0.036
C -2.083 1.581 7.259 -0.010
C -2.048 1.820 4.798 -0.028
C 2.350 2.368 5.526 -0.056
H 0.046 2.964 3.144 0.052
H 0.776 1.386 3.396 0.080
H 1.755 2.841 3.190 0.078
H 1.134 4.477 6.428 0.139
H 1.258 4.700 4.692 0.104
H -1.031 4.631 4.359 0.094
H -0.745 5.711 5.641 0.110
H -2.623 4.159 6.070 0.141
H -1.202 4.134 7.206 0.117
H -1.504 1.846 8.105 0.064
H -3.099 2.017 7.272 0.088
H -2.239 0.471 7.133 0.075
H -2.038 0.790 4.734 0.029
H -3.022 2.304 4.837 0.090
H -1.660 2.240 3.878 0.061
H 2.663 1.327 5.268 0.098
H 2.539 2.444 6.627 0.108
H 2.970 3.115 5.059 0.077
H 0.497 0.204 6.758 0.141
C -0.866 4.247 -4.013 -0.026
C 0.506 3.727 -4.472 -0.497
C 0.871 2.365 -3.778 -0.110
C 0.020 1.106 -4.201 -0.134
C 0.067 0.954 -5.760 -0.135
C -0.316 2.198 -6.501 -0.511
N 0.451 3.391 -5.927 -0.122
O 0.145 4.529 -6.663 -0.045
C 0.092 2.105 -7.961 -0.051
C -1.846 2.440 -6.534 -0.033
C 1.644 4.747 -4.319 -0.036
H -0.701 4.863 -3.101 0.082
H -1.218 4.876 -4.817 0.075
H -1.619 3.528 -3.638 0.076
H 1.963 2.145 -3.862 0.086
H 0.643 2.482 -2.686 0.113
H 0.461 0.212 -3.791 0.066
H -1.021 1.242 -3.856 0.099
H -0.542 0.179 -6.209 0.110
H 1.053 0.801 -6.124 0.096
H 1.138 2.160 -8.078 0.066
H -0.311 2.922 -8.545 0.078
H -0.163 1.147 -8.424 0.094
H -2.237 2.517 -5.503 0.061
H -2.359 1.589 -6.996 0.078
H -2.080 3.431 -7.085 0.112
H 1.824 4.887 -3.266 0.043
H 2.621 4.313 -4.864 0.128
H 1.387 5.753 -4.736 0.087
H 0.975 4.654 -7.131 0.108
```

## Properties
HOMO: -8.2 eV
charge: 0
E_tot: -4452.0062 Eh
Kohn-Sham gap: 8.71 eV
SMILES string: CC1(C)CCCC(C)(C)N1O.CC1(C)CCCC(C)(C)N1O.CC1(C)CCCC(C)(C)N1O.CC1(C)CCCC(C)(C)N1O.CC1(C)CCCC(C)(C)N1O.CC1(C)CCCC(C)(C)N1O.CC1(C)CCCC(C)(C)N1O.CC1(C)CCCC(C)(C)N1O.COC[C@H](C)N.COC[C@H](C)N